[1]
The following is a quantum chemistry calculation of the ion C3H9NOS2 with charge -1, from the OMol25 dataset.

Structure (XYZ):
```
16
Properties=species:S:1:pos:R:3:nbo_charge:R:1
N 1.587 -0.767 -0.367 -0.817
C 0.451 0.292 -0.262 -0.133
C -0.549 0.302 -1.314 -0.076
O -0.097 -0.036 -2.654 -0.762
C -0.434 0.266 0.938 -0.542
S 0.688 0.768 2.382 -0.222
S -0.558 -0.031 3.818 -0.649
H 2.029 -0.642 -1.240 0.350
H 1.216 -1.813 -0.477 0.341
H 1.020 1.310 -0.313 0.190
H -1.258 -0.515 -1.135 0.169
H -1.127 1.273 -1.244 0.173
H 0.091 0.648 -3.237 0.463
H -0.977 -0.769 1.059 0.214
H -1.384 0.959 0.905 0.229
H -0.698 -1.245 3.141 0.071
```

## Properties
Total charge: -1
Multiplicity: 2
Frontier orbital gap (alpha / beta) (eV): 2.21 / 6.87
Expectation value of S²: 0.75


[2]
The following is a quantum chemistry calculation of a structure of composition C16H14F5MnOS, from the OMol25 dataset.

Structure (XYZ):
```
38
Properties=species:S:1:pos:R:3:nbo_charge:R:1
Mn 0.132 -0.031 0.323 0.644
C 1.555 -2.102 2.689 -0.648
C 0.287 -1.674 2.009 0.019
C -0.521 -0.659 2.545 -0.252
C -1.687 -0.264 1.896 -0.154
C -2.073 -0.865 0.691 -0.264
C -1.312 -1.922 0.190 -0.196
C -0.141 -2.310 0.830 -0.188
H 2.245 -2.551 1.977 0.246
H 1.321 -2.843 3.457 0.252
H 2.051 -1.262 3.172 0.239
H -0.229 -0.188 3.473 0.259
H -2.292 0.525 2.319 0.257
H -2.972 -0.552 0.183 0.261
H -1.605 -2.411 -0.730 0.260
H 0.471 -3.095 0.406 0.253
F 2.391 0.311 -5.896 -0.266
C 2.383 0.223 -4.574 0.274
C 1.208 -0.069 -3.908 0.284
F 0.075 -0.264 -4.577 -0.275
C 1.249 -0.154 -2.535 0.271
F 0.073 -0.440 -1.889 -0.320
C 2.373 0.039 -1.773 -0.284
S 2.359 -0.122 -0.019 -0.115
C 3.531 0.336 -2.473 0.327
F 4.670 0.538 -1.817 -0.279
C 3.545 0.425 -3.853 0.327
F 4.672 0.707 -4.490 -0.274
C -1.654 3.755 0.437 -0.270
O -1.148 2.389 0.615 -0.464
C -0.144 1.864 -0.020 0.415
C 0.642 2.722 -0.928 -0.778
H -1.175 4.383 1.180 0.217
H -2.716 3.667 0.631 0.221
H -1.487 4.132 -0.563 0.204
H 0.453 3.788 -0.894 0.239
H 0.476 2.354 -1.948 0.271
H 1.694 2.515 -0.722 0.286
```

## Properties
Total charge: +1
Multiplicity: 2
Frontier orbital gap (alpha / beta) (eV): 7.67 / 7.42
Expectation value of S²: 1.02


[3]
The following is a quantum chemistry calculation of a cluster of 2 separate species, C9H9O2S in total, from the OMol25 dataset.

Structure (XYZ):
```
21
Properties=species:S:1:pos:R:3:nbo_charge:R:1
C -2.589 -0.741 0.614 -0.301
C -1.563 0.107 0.995 -0.252
C -2.108 -1.896 -0.004 -0.453
C -0.216 -0.362 0.634 -0.206
C -0.026 0.151 -2.471 -0.553
C 0.940 0.975 -2.129 -0.111
C 2.190 -0.653 0.458 0.707
C 1.191 1.617 1.240 -0.656
C 1.018 0.235 0.748 -0.079
O 3.320 -0.294 0.793 -0.724
O 1.930 -1.630 -0.306 -0.769
S -0.361 -1.980 -0.081 0.510
H -3.642 -0.457 0.812 0.205
H -1.747 1.100 1.625 0.207
H -2.742 -2.654 -0.499 0.211
H -0.902 0.416 -2.977 0.191
H 0.017 -1.010 -2.143 0.239
H 1.614 0.842 -1.294 0.185
H 0.448 2.367 0.845 0.201
H 2.073 2.040 0.799 0.236
H 1.156 1.826 2.340 0.214
```

## Properties
Total charge: -1
Multiplicity: 1
Frontier orbital gap (alpha / beta) (eV): 7.42 / 6.43


[4]
The following is a quantum chemistry calculation of a structure of composition C17H63B6KNO5Zr, from the OMol25 dataset.

Structure (XYZ):
```
94
Properties=species:S:1:pos:R:3:lowdin_charge:R:1
Zr -1.610 3.620 -0.542 1.697
K 2.846 1.787 2.047 0.850
B 0.047 1.982 0.037 -0.465
H -0.609 2.501 0.718 -0.050
H -0.548 1.288 -0.537 -0.005
H 0.433 2.794 -0.560 -0.035
H 0.808 1.407 0.542 -0.030
B -1.966 2.372 -2.453 -0.426
H -2.452 3.330 -2.347 -0.042
H -2.262 1.994 -3.419 0.009
H -0.898 2.467 -2.334 -0.034
H -2.235 1.674 -1.675 -0.021
B -3.445 2.421 0.463 -0.402
H -4.116 2.953 1.119 0.003
H -3.958 1.473 0.411 0.001
H -3.504 3.047 -0.414 -0.057
H -2.449 2.292 0.858 -0.038
B -1.037 4.698 1.711 -0.376
H -0.835 4.197 2.646 -0.016
H -1.324 5.719 1.907 -0.023
H -0.107 4.675 1.166 -0.040
H -1.884 4.204 1.260 -0.091
B -1.539 1.185 3.600 -0.416
H -1.894 0.569 2.788 -0.089
H -2.197 0.937 4.418 -0.094
H -0.517 0.962 3.865 -0.111
H -1.620 2.227 3.334 -0.090
B 0.031 4.885 -1.853 -0.404
H -0.038 4.850 -0.776 -0.089
H -0.982 4.919 -2.223 -0.042
H 0.471 5.845 -2.075 -0.019
H 0.675 4.114 -2.248 -0.017
C -7.367 0.922 1.397 -0.104
O -6.299 0.251 2.058 -0.190
C -6.265 -1.179 1.867 -0.188
C -5.206 -1.593 0.859 -0.217
O -4.021 -0.939 1.342 -0.173
C -2.865 -1.415 0.564 -0.077
H -7.040 0.872 0.358 0.084
H -7.459 1.961 1.712 0.086
H -8.314 0.407 1.557 0.072
H -7.169 -1.544 1.380 0.109
H -6.015 -1.482 2.884 0.130
H -5.531 -1.204 -0.105 0.116
H -5.009 -2.653 0.699 0.115
H -3.113 -1.912 -0.373 0.066
H -2.266 -2.207 1.014 0.064
H -2.174 -0.578 0.464 0.078
C 7.901 -1.865 0.152 -0.121
O 7.028 -1.138 -0.668 -0.193
C 6.275 -0.060 -0.065 -0.169
C 5.183 0.501 -1.045 -0.200
O 4.683 1.747 -0.611 -0.211
C 3.788 2.387 -1.617 -0.041
H 8.784 -1.367 0.554 0.080
H 8.333 -2.656 -0.462 0.089
H 7.289 -2.204 0.988 0.083
H 6.861 0.741 0.386 0.120
H 5.803 -0.528 0.798 0.101
H 4.485 -0.329 -1.154 0.112
H 5.688 0.683 -1.994 0.127
H 4.280 3.189 -2.168 0.083
H 2.909 2.923 -1.260 0.075
H 3.385 1.769 -2.419 0.097
C 1.355 -1.498 1.763 -0.022
C 1.566 -2.516 0.603 -0.478
C 0.757 -3.647 1.081 -0.148
C 0.527 -4.662 -0.094 -0.170
C -0.174 -3.965 -1.183 -0.166
C 0.547 -2.757 -1.748 -0.498
N 0.926 -1.986 -0.598 -0.073
O 1.333 -0.655 -0.870 -0.021
C 1.704 -3.262 -2.642 -0.045
C -0.407 -2.008 -2.726 -0.013
C 3.106 -2.877 0.490 -0.001
H 2.026 -0.662 1.566 0.015
H 1.720 -1.965 2.678 0.088
H 0.394 -1.095 2.081 0.100
H 1.373 -4.205 1.787 0.118
H -0.178 -3.438 1.600 0.123
H -0.119 -5.444 0.304 0.111
H 1.441 -5.176 -0.392 0.108
H -1.258 -3.858 -1.144 0.126
H 0.013 -4.689 -1.976 0.111
H 2.365 -2.536 -3.115 0.077
H 2.434 -3.868 -2.105 0.059
H 1.480 -3.814 -3.555 0.077
H -1.276 -1.633 -2.184 0.075
H -0.064 -1.100 -3.222 0.083
H -0.705 -2.683 -3.528 0.085
H 3.379 -3.730 -0.131 0.066
H 3.575 -2.962 1.471 0.075
H 3.765 -2.093 0.116 0.052
H 0.548 -0.103 -0.848 0.044
```

## Properties
Total charge: -1
Multiplicity: 1
Frontier orbital gap (eV): 5.50


[5]
The following is a quantum chemistry calculation of a cluster of 2 separate species, C9H19N3 in total, from the OMol25 dataset.

Structure (XYZ):
```
31
Properties=species:S:1:pos:R:3:nbo_charge:R:1
C -3.173 0.000 -0.704 -0.225
C -2.833 -0.654 1.629 0.420
C 0.190 -0.329 -0.142 0.085
C -3.286 -0.247 2.969 -0.737
C 2.603 0.159 0.318 -0.601
C 0.772 1.526 1.307 -0.582
C 1.278 1.777 -1.109 -0.604
C 1.033 -1.324 -2.328 -0.442
C 1.220 0.767 0.046 -0.181
N -3.111 -0.220 0.542 -0.520
N -0.766 -2.182 -1.121 -0.663
N 0.201 -1.135 -1.139 -0.239
H -3.949 -0.453 -1.297 0.184
H -2.495 0.708 -1.150 0.191
H -2.531 -0.496 3.711 0.235
H -3.516 0.820 3.023 0.222
H -4.193 -0.808 3.200 0.241
H 3.297 0.939 0.630 0.210
H 3.012 -0.332 -0.561 0.198
H 2.529 -0.577 1.116 0.216
H -0.206 1.971 1.147 0.208
H 0.694 0.839 2.146 0.214
H 1.479 2.314 1.561 0.192
H 1.900 2.625 -0.826 0.212
H 0.278 2.147 -1.327 0.209
H 1.691 1.351 -2.019 0.197
H 1.850 -0.613 -2.349 0.208
H 1.428 -2.339 -2.314 0.223
H 0.419 -1.198 -3.222 0.203
H -1.477 -1.999 -1.830 0.343
H -1.214 -2.153 -0.208 0.383
```

## Properties
Multiplicity: 3
Frontier orbital gap (alpha / beta) (eV): 5.57 / 6.70
Expectation value of S²: 2.01


Number 1: E -1045.97927 hartree. Number 2: E -2741.50455 hartree. Number 3: E -896.89161 hartree. Number 4: E -1911.82561 hartree. Number 5: E -518.29331 hartree.